Record 1
{"formula": "C54H47BF2N4O6PPbS2", "method": "ωB97M-V/def2-TZVPD", "elements": ["Pb", "O", "C", "O", "C", "C", "C", "C", "C", "C", "N", "C", "C", "C", "C", "C", "C", "N", "H", "H", "H", "H", "H", "H", "H", "H", "H", "H", "C", "C", "C", "C", "C", "C", "C", "C", "S", "C", "N", "C", "C", "C", "C", "C", "C", "C", "C", "H", "H", "H", "H", "H", "H", "H", "H", "H", "H", "H", "H", "H", "H", "H", "H", "F", "B", "F", "N", "C", "C", "C", "C", "C", "C", "S", "O", "O", "O", "H", "H", "H", "H", "H", "H", "O", "P", "C", "C", "C", "C", "C", "C", "C", "C", "C", "C", "C", "C", "C", "C", "C", "C", "C", "C", "H", "H", "H", "H", "H", "H", "H", "H", "H", "H", "H", "H", "H", "H", "H"], "xyz": [[0.52, 0.35, 0.46], [-1.98, -0.71, -6.98], [-2.79, -1.28, -6.07], [-3.74, -1.90, -6.41], [-2.44, -1.09, -4.61], [-1.41, -0.28, -4.15], [-1.14, -0.19, -2.80], [-1.90, -0.90, -1.88], [-2.93, -1.72, -2.34], [-3.20, -1.80, -3.69], [-1.55, -0.82, -0.50], [-2.38, -1.13, 0.41], [-1.99, -1.18, 1.82], [-2.94, -1.46, 2.79], [-2.54, -1.53, 4.12], [-1.21, -1.32, 4.42], [-0.32, -1.03, 3.39], [-0.71, -0.96, 2.11], [-1.21, -0.29, -6.58], [-0.80, 0.31, -4.83], [-0.33, 0.44, -2.45], [-3.51, -2.32, -1.65], [-3.99, -2.44, -4.06], [-3.41, -1.40, 0.19], [-3.97, -1.63, 2.50], [-3.25, -1.75, 4.90], [-0.85, -1.38, 5.44], [0.73, -0.87, 3.59], [5.52, -5.13, 0.85], [5.48, -3.74, 0.19], [4.56, -3.80, -1.02], [6.90, -3.37, -0.29], [5.03, -2.70, 1.21], [5.70, -2.62, 2.46], [5.38, -1.67, 3.40], [4.32, -0.81, 3.12], [3.70, 0.51, 4.07], [2.53, 0.82, 2.85], [2.56, 0.00, 1.83], [3.60, -0.91, 1.94], [3.99, -1.84, 0.97], [1.55, 1.91, 2.92], [1.66, 2.92, 3.87], [0.77, 3.98, 3.88], [-0.26, 4.02, 2.96], [-0.40, 3.00, 2.02], [0.51, 1.97, 1.99], [5.63, -5.90, 0.09], [4.61, -5.33, 1.41], [6.37, -5.23, 1.54], [4.93, -4.56, -1.71], [4.52, -2.85, -1.56], [3.54, -4.10, -0.74], [7.30, -4.18, -0.91], [7.58, -3.23, 0.55], [6.89, -2.45, -0.88], [6.51, -3.30, 2.68], [5.92, -1.61, 4.34], [3.46, -1.84, 0.03], [2.47, 2.88, 4.60], [0.88, 4.76, 4.62], [-0.96, 4.85, 2.95], [-1.22, 3.02, 1.32], [2.70, 1.82, -1.22], [2.07, 0.68, -1.25], [2.36, -0.23, -2.14], [0.75, -2.63, -0.04], [0.47, -3.35, 1.17], [-0.85, -3.68, 1.43], [-1.21, -4.21, 2.65], [-0.24, -4.42, 3.62], [1.09, -4.19, 3.33], [1.45, -3.64, 2.10], [-0.78, -5.00, 5.23], [-1.36, -6.30, 4.95], [-1.75, -3.97, 5.59], [0.43, -5.00, 6.03], [1.68, -2.74, -0.42], [0.06, -2.76, -0.76], [-1.60, -3.50, 0.67], [-2.24, -4.46, 2.88], [1.83, -4.41, 4.09], [2.48, -3.40, 1.89], [-1.38, 1.98, -0.50], [-1.96, 2.98, -1.48], [-0.88, 3.22, -2.90], [-1.29, 3.14, -4.23], [-0.36, 3.30, -5.25], [0.97, 3.54, -4.95], [1.39, 3.62, -3.63], [0.47, 3.46, -2.61], [-3.60, 2.56, -2.05], [-4.29, 3.40, -2.94], [-5.54, 3.04, -3.40], [-6.14, 1.86, -2.96], [-5.49, 1.05, -2.04], [-4.22, 1.40, -1.59], [-2.18, 4.60, -0.72], [-3.05, 4.66, 0.38], [-3.24, 5.85, 1.05], [-2.56, 6.99, 0.64], [-1.71, 6.94, -0.45], [-1.52, 5.75, -1.14], [-2.33, 2.95, -4.47], [-0.69, 3.25, -6.28], [1.69, 3.67, -5.75], [2.43, 3.81, -3.39], [0.78, 3.52, -1.57], [-3.84, 4.34, -3.25], [-6.06, 3.68, -4.10], [-7.11, 1.58, -3.33], [-5.97, 0.15, -1.68], [-3.70, 0.79, -0.86], [-3.58, 3.76, 0.69], [-3.93, 5.90, 1.89], [-2.71, 7.93, 1.17], [-1.20, 7.84, -0.78], [-0.87, 5.72, -2.00]], "mulliken_charge": [1.489, -0.505, 0.551, -0.535, 1.177, -0.860, -0.233, -0.531, -0.313, -1.375, 3.090, -0.839, 0.024, -1.006, -0.829, -1.096, -0.317, 1.335, 0.318, 0.045, -0.456, 0.544, 0.531, 0.333, 0.591, 0.445, 0.448, 0.320, -1.644, 2.052, -1.833, -1.801, 0.324, -0.568, -1.384, 1.370, -0.363, 0.244, 0.478, -1.615, 0.456, 1.092, -0.765, -1.210, -0.496, -0.871, 0.040, 0.458, 0.300, 0.401, 0.510, 0.366, 0.350, 0.471, 0.364, 0.374, 0.480, 0.437, -0.207, 0.465, 0.426, 0.531, 0.336, -0.107, 0.535, -0.105, -0.230, -0.245, -0.945, -1.263, -0.349, -0.983, 0.385, 1.343, -0.691, -0.629, -0.746, -0.081, 0.196, 1.033, 0.495, 0.623, 0.942, -0.108, 1.274, 0.562, -0.862, -0.674, -0.656, -0.837, -0.700, 0.558, -0.761, -0.758, -0.725, -0.481, -0.433, 0.851, -0.405, -0.633, -0.570, -0.679, -0.691, 0.480, 0.526, 0.434, 0.511, 0.676, 0.493, 0.469, 0.435, 0.475, 0.178, 0.225, 0.460, 0.423, 0.451, 0.399], "orbital_gap_ev": 5.23, "de_lowest_kj_mol": 170.3, "e_lumo_ev": -4.32, "max_force_ev_per_a": 0.90, "total_charge": 1}


Record 2
{"formula": "C54H47BrCaClN4O4P2S3", "method": "ωB97M-V/def2-TZVPD", "elements": ["Ca", "O", "Cl", "O", "O", "O", "C", "C", "C", "C", "C", "Br", "N", "C", "H", "H", "H", "H", "H", "H", "S", "C", "C", "C", "C", "C", "C", "N", "C", "C", "C", "C", "C", "C", "C", "C", "N", "C", "C", "C", "C", "C", "S", "C", "H", "H", "H", "H", "H", "H", "H", "H", "H", "H", "H", "H", "C", "S", "C", "C", "C", "N", "P", "C", "C", "C", "C", "C", "C", "C", "C", "C", "C", "C", "C", "P", "C", "C", "C", "C", "C", "C", "C", "C", "C", "C", "C", "C", "H", "H", "H", "H", "H", "H", "H", "H", "H", "H", "H", "H", "H", "H", "H", "H", "H", "H", "H", "H", "H", "H", "H", "H", "H", "H", "H", "H", "H"], "xyz": [[0.27, 0.62, 1.76], [-3.16, 2.23, 3.71], [-1.77, 2.40, 3.57], [-1.42, 3.44, 4.47], [-1.02, 1.16, 3.86], [-1.37, 2.67, 2.19], [6.65, -0.15, 0.91], [5.37, -0.53, 1.65], [5.25, -1.71, 2.38], [4.07, -2.01, 3.03], [3.04, -1.08, 2.87], [1.34, -1.25, 3.74], [3.10, 0.00, 2.14], [4.27, 0.28, 1.56], [7.50, -0.10, 1.59], [6.52, 0.80, 0.39], [6.90, -0.91, 0.17], [6.08, -2.42, 2.43], [3.93, -2.89, 3.65], [4.32, 1.22, 1.00], [4.18, 5.72, 5.25], [3.85, 5.59, 6.94], [2.87, 4.66, 7.18], [2.37, 4.08, 5.99], [2.98, 4.54, 4.85], [2.70, 4.17, 3.44], [1.91, 3.05, 3.17], [1.67, 2.61, 1.95], [2.13, 3.24, 0.86], [2.94, 4.37, 1.02], [3.42, 5.03, -0.16], [3.13, 4.54, -1.39], [2.32, 3.38, -1.58], [2.02, 2.81, -2.83], [1.19, 1.71, -2.95], [0.68, 1.23, -1.72], [0.98, 1.69, -0.52], [1.78, 2.76, -0.43], [0.80, 1.01, -4.20], [1.06, 1.37, -5.50], [0.52, 0.48, -6.46], [-0.16, -0.55, -5.90], [-0.13, -0.45, -4.20], [3.21, 4.79, 2.33], [4.38, 6.20, 7.65], [2.50, 4.40, 8.18], [1.56, 3.36, 5.97], [1.45, 2.47, 3.98], [4.03, 5.90, -0.04], [3.51, 5.02, -2.28], [2.45, 3.26, -3.71], [-0.01, 0.39, -1.73], [1.60, 2.27, -5.77], [0.64, 0.60, -7.51], [-0.70, -1.38, -6.36], [3.86, 5.66, 2.43], [-1.86, -5.42, -3.58], [-2.35, -3.76, -4.12], [-3.69, -3.49, -2.94], [-3.18, -3.03, -1.57], [-2.48, -1.68, -1.70], [-1.91, -1.12, -0.44], [-0.57, -1.78, 0.36], [0.75, -2.14, -0.85], [1.95, -1.44, -0.70], [3.03, -1.59, -1.58], [2.91, -2.43, -2.67], [1.74, -3.17, -2.80], [0.68, -3.03, -1.93], [-0.91, -3.48, 0.94], [-2.15, -3.83, 1.47], [-2.37, -5.11, 1.98], [-1.37, -6.05, 1.97], [-0.09, -5.70, 1.55], [0.13, -4.43, 1.03], [-2.73, 0.08, 0.49], [-4.52, -0.44, 0.35], [-5.08, -1.24, 1.33], [-6.39, -1.72, 1.21], [-7.14, -1.43, 0.08], [-6.61, -0.60, -0.87], [-5.32, -0.11, -0.74], [-2.83, 1.60, -0.55], [-3.38, 2.73, 0.05], [-3.46, 3.95, -0.63], [-2.99, 4.07, -1.92], [-2.45, 2.94, -2.54], [-2.39, 1.72, -1.87], [-1.05, -5.72, -4.24], [-2.69, -6.12, -3.70], [-1.54, -5.40, -2.54], [-4.27, -4.40, -2.87], [-4.32, -2.71, -3.39], [-2.46, -3.78, -1.21], [-4.01, -2.95, -0.85], [-3.17, -0.94, -2.09], [-1.66, -1.77, -2.39], [2.08, -0.75, 0.12], [3.93, -1.01, -1.42], [3.73, -2.55, -3.38], [1.61, -3.82, -3.64], [-0.25, -3.58, -2.12], [-2.96, -3.13, 1.49], [-3.36, -5.40, 2.33], [-1.55, -7.05, 2.33], [0.71, -6.42, 1.56], [1.13, -4.18, 0.66], [-4.50, -1.47, 2.22], [-6.80, -2.32, 2.00], [-8.15, -1.82, 0.03], [-7.24, -0.30, -1.71], [-4.97, 0.58, -1.50], [-3.79, 2.67, 1.06], [-3.93, 4.80, -0.14], [-3.01, 5.03, -2.43], [-2.07, 3.01, -3.56], [-1.97, 0.89, -2.43]], "mulliken_charge": [1.566, -0.656, 1.843, -0.676, -0.802, -0.546, -1.597, 0.598, -0.391, -0.826, 0.154, -0.074, 0.253, -0.366, 0.438, 0.366, 0.349, 0.449, 0.486, 0.339, -0.190, -0.385, -0.592, -0.312, 0.194, 0.526, -0.720, 0.983, -0.994, 0.821, -1.236, -1.069, 0.701, -0.894, -0.047, 0.619, 1.280, -0.538, 0.577, -0.971, -0.820, -0.669, 0.718, -0.719, 0.451, 0.374, 0.407, 0.087, 0.500, 0.485, 0.484, -1.063, 0.467, 0.503, 0.469, 0.441, -0.920, 0.014, -1.176, 0.209, -0.321, 1.163, -1.230, 0.641, 0.428, -0.347, -0.981, -0.521, 0.556, 1.039, -0.444, -0.587, -0.663, -0.625, -0.836, 0.394, 0.260, -0.123, -0.764, -0.488, -0.923, -0.317, 1.138, -0.589, -0.775, -0.850, -0.638, 0.369, 0.359, 0.391, 0.182, 0.586, 0.427, -0.137, -0.066, 0.942, -0.651, -0.504, 0.539, 0.376, 0.451, -0.348, 0.235, 0.456, 0.421, 0.460, 0.408, 0.464, 0.440, 0.417, 0.450, 0.307, 0.396, 0.440, 0.424, 0.525, -0.255], "orbital_gap_ev": 7.40, "de_lowest_kj_mol": 0.0, "e_lumo_ev": -2.86, "max_force_ev_per_a": 1.81, "total_charge": 1}